1.
A 2-piece molecular cluster, C4H14N3 overall. Source: OMol25; level of theory: ωB97M-V/def2-TZVPD.

## Properties
- Frontier orbital gap (alpha / beta): 8.3 / 8.6 eV
- Charge: +1
- Lowest unoccupied orbital energy (alpha / beta): -5.4 / -5.1 eV

The geometry in XYZ format:
```
21
Properties=species:S:1:pos:R:3:mulliken_charge:R:1
C -1.493 1.303 -0.427 -0.799
C -1.630 -1.091 0.006 -0.867
C 1.430 -1.188 -0.637 -1.120
C 0.931 0.040 1.453 -0.797
N 1.490 1.251 -0.558 -0.715
N -0.979 -0.009 -0.665 0.047
N 0.997 0.065 -0.006 0.494
H -1.570 1.885 -1.453 0.269
H -2.420 1.264 0.133 0.365
H -0.764 1.860 0.281 0.314
H -1.194 -2.055 -0.262 0.278
H -1.781 -0.797 1.167 0.357
H -2.770 -1.169 -0.333 0.358
H 1.126 -1.995 0.006 0.464
H 1.126 -1.208 -1.701 0.347
H 2.499 -1.222 -0.556 0.422
H 1.127 1.008 1.903 0.365
H -0.009 -0.216 1.823 0.309
H 1.539 -0.713 1.932 0.369
H 1.582 1.110 -1.652 0.331
H 0.765 1.876 -0.452 0.210
```

=====

2.
A 2-piece molecular cluster, C4H14N3 overall. Source: OMol25; level of theory: ωB97M-V/def2-TZVPD.

## Properties
- Frontier orbital gap: 11.5 eV
- Charge: +1
- Lowest unoccupied orbital energy: -3.2 eV

The geometry in XYZ format:
```
21
Properties=species:S:1:pos:R:3:mulliken_charge:R:1
C 2.614 1.895 -0.459 -0.970
C 1.574 -0.230 0.206 0.811
N 1.708 1.071 0.337 -0.181
N 1.950 -0.865 -0.903 -0.423
N 0.770 -0.908 1.039 -0.412
H 1.166 1.591 1.008 0.246
H 2.331 -0.376 -1.701 0.182
H 1.606 -1.774 -1.184 0.239
H 0.464 -0.476 1.896 0.242
H 0.773 -1.914 1.075 0.219
H 3.222 2.428 0.271 0.331
H 2.067 2.721 -0.898 0.334
H 3.310 1.505 -1.193 0.387
C -3.193 -0.691 -0.649 -0.886
C -2.689 -0.459 0.800 -0.469
H -2.333 -1.005 -1.237 0.240
H -3.905 -1.517 -0.679 0.284
H -3.699 0.176 -1.053 0.297
H -3.414 0.178 1.307 0.329
H -1.754 0.089 0.760 -0.049
H -2.569 -1.441 1.255 0.249
```

=====

Strongest force on any atom, respectively: 4.61; 2.51 eV/A.